Version w
C5H7N | ωB97M-V/def2-TZVPD

```
13
Properties=species:S:1:pos:R:3
C 2.12 -0.71 -0.06
C 1.37 0.32 0.03
C 0.42 1.45 -0.04
N -0.97 0.78 -0.16
C -1.13 -0.53 -0.80
C -1.06 -0.49 0.76
H 2.97 -1.25 -0.27
H 0.45 2.16 0.88
H 0.41 1.93 -1.01
H -2.17 -0.86 -1.14
H -0.34 -1.26 -0.86
H -1.86 -0.55 1.55
H -0.21 -0.98 1.12
```

Properties
SMILES string: C#CCN1CC1

Atomic partial charges in e from the natural (NBO) method, atoms 1 to 4:
1 C -0.274
2 C -0.001
3 C -0.316
4 N -0.372

Version x
C5H7N | ωB97M-V/def2-TZVPD

```
13
C5H7N | OMol25 | ωB97M-V/def2-TZVPD
C 1.59 -0.94 0.49
C 0.20 -1.19 0.50
N -0.85 -0.19 0.97
C -0.35 0.45 -0.16
C 0.97 0.07 -0.41
C -1.02 1.44 -1.05
H 2.11 -0.62 1.39
H -0.21 -1.87 -0.26
H -1.71 -0.71 0.81
H 1.28 0.25 -1.44
H -2.09 1.37 -1.01
H -0.78 2.41 -0.61
H -0.62 1.47 -2.05
```

Atomic partial charges in e from the natural (NBO) method, atoms 1 to 4:
1 C -0.610
2 C 0.150
3 N -0.618
4 C 0.246

Version y
C5H7N | ωB97M-V/def2-TZVPD

```
13
Properties=species:S:1:pos:R:3
C -0.28 -0.61 1.29
C 0.27 -1.06 -0.06
C -1.05 -0.35 0.05
N -0.65 0.78 -0.84
C 0.58 1.43 -0.38
C 0.66 0.11 -1.00
H 0.17 0.17 1.90
H -0.77 -1.36 1.91
H 0.39 -2.07 -0.41
H -2.01 -0.81 -0.13
H 0.83 1.54 0.67
H 0.79 2.31 -0.99
H 1.04 -0.07 -2.00
```

Properties
SMILES string: C1[C@H]2[C@@H]1N1C[C@@H]21

Atomic partial charges in e from the natural (NBO) method, atoms 1 to 4:
1 C -0.435
2 C -0.273
3 C -0.062
4 N -0.387

We find version y to be the most stable, with the next structure 156.7 kJ/mol higher.

Version w
ClH2O2PS | ωB97M-V/def2-TZVPD

```
7
Properties=species:S:1:pos:R:3
O 3.31 -0.99 1.18
P 2.18 -0.58 0.30
O 2.61 -1.02 -1.20
S 0.38 0.07 0.58
H 3.50 -1.31 -1.15
Cl -2.61 -3.48 -0.62
H -1.60 -3.73 -0.03
```

Properties
SMILES string: O=P(O)=S.Cl

Atomic partial charges in e from the natural (NBO) method, atoms 1 to 4:
1 O -0.996
2 P 1.843
3 O -0.944
4 S -0.416

Version x
ClH2O2PS | ωB97M-V/def2-TZVPD

```
7
ClH2O2PS | OMol25 | ωB97M-V/def2-TZVPD
O -0.17 -1.02 -2.61
O -0.04 -1.78 -0.28
P -0.92 -0.93 -1.38
S 0.60 1.53 1.93
Cl -0.23 1.26 0.07
H 1.08 2.75 1.64
H -0.33 -1.81 0.63
```

Atomic partial charges in e from the natural (NBO) method, atoms 1 to 4:
1 O -1.019
2 O -1.017
3 P 1.517
4 S 0.045

We find version w to be the most stable, with the next structure 92.8 kJ/mol higher.

Version w
C3H4OS2 | ωB97M-V/def2-TZVPD

```
10
Properties=species:S:1:pos:R:3
C 0.80 1.48 -0.29
S -0.80 0.96 -0.62
C -1.21 -0.59 -0.03
S -2.58 -1.32 -0.56
C -0.17 -1.45 0.75
O 1.05 -1.20 0.85
H 1.10 1.86 0.77
H 1.52 0.49 -0.46
H 1.04 2.22 -1.22
H -0.75 -2.44 0.81
```

Properties
SMILES string: CSC(=S)C=O

Atomic partial charges in e from the natural (NBO) method, atoms 1 to 4:
1 C -0.862
2 S 0.445
3 C -0.465
4 S 0.060

Version x
C3H4OS2 | ωB97M-V/def2-TZVPD

```
10
Properties=species:S:1:pos:R:3
O 0.40 -1.13 -0.89
C -0.44 -0.21 -1.28
S -1.11 1.02 -0.29
S -0.95 -0.32 -3.02
H 0.36 -1.17 0.11
H -1.60 0.85 -2.84
C 0.35 0.19 2.39
C 1.34 0.30 1.73
H -0.53 0.23 2.96
H 2.18 0.25 1.13
```

Properties
SMILES string: OC(=S)S.C#C

Atomic partial charges in e from the natural (NBO) method, atoms 1 to 4:
1 O -0.670
2 C 0.108
3 S -0.183
4 S 0.042

Version y
C3H4OS2 | ωB97M-V/def2-TZVPD

```
10
Properties=species:S:1:pos:R:3
C 2.19 -1.09 -1.35
S 1.08 0.37 -1.36
C -0.02 -0.26 -0.05
O 0.16 -1.25 0.55
C -1.15 0.70 0.30
S -1.87 0.67 1.79
H 3.23 -0.82 -1.05
H 1.61 -1.81 -0.68
H 2.21 -1.44 -2.40
H -1.63 1.38 -0.47
```

Properties
SMILES string: CSC(=O)C=S

Atomic partial charges in e from the natural (NBO) method, atoms 1 to 4:
1 C -0.756
2 S 0.183
3 C 0.360
4 O -0.513

Version z
C3H4OS2 | ωB97M-V/def2-TZVPD

```
10
Properties=species:S:1:pos:R:3
C -1.67 0.25 0.10
S -0.65 -0.89 0.17
C 0.81 0.18 -0.11
O 0.56 1.34 0.01
C 2.02 -0.70 -0.27
S 3.46 -0.10 0.21
H -2.04 0.83 1.06
H -1.39 1.05 -0.55
H -2.71 -0.19 -0.25
H 1.62 -1.77 -0.36
```

Properties
SMILES string: CSC(=O)C=S

Atomic partial charges in e from the natural (NBO) method, atoms 1 to 4:
1 C -0.909
2 S 0.304
3 C 0.350
4 O -0.520

We find version y to be the most stable, with the next structure 103.8 kJ/mol higher.

Version w
C11H12NO2 | ωB97M-V/def2-TZVPD

```
26
Properties=species:S:1:pos:R:3
C -3.73 2.69 -0.04
C -2.75 1.71 -0.74
O -2.82 0.50 -0.37
O -1.99 2.19 -1.60
H -3.49 3.69 -0.37
H -3.66 2.47 1.02
H -4.77 2.51 -0.33
C 1.96 -2.51 2.56
C -0.10 -1.19 1.84
C 1.18 -1.62 1.63
C 0.53 -0.24 -0.07
C 1.59 -1.05 0.40
C 0.52 0.28 -1.38
C 2.83 -1.01 -0.27
C 1.72 0.21 -2.05
C 2.91 -0.31 -1.46
N -0.48 -0.35 0.83
H -0.70 -1.23 2.73
H -1.44 -0.10 0.58
H 3.02 -2.27 2.49
H 1.76 -3.57 2.43
H -0.37 0.77 -1.78
H 3.63 -1.66 0.07
H 1.77 0.48 -3.10
H 3.86 -0.10 -1.93
H 1.76 -2.23 3.59
```

Properties
charge: -1

Atomic partial charges in e from the natural (NBO) method, atoms 1 to 4:
1 C -0.737
2 C 0.779
3 O -0.828
4 O -0.760

Version x
C11H12NO2 | ωB97M-V/def2-TZVPD

```
26
Properties=species:S:1:pos:R:3
C -4.99 0.62 1.20
C -3.57 -0.06 0.81
O -2.94 0.61 -0.03
O -3.35 -1.12 1.41
H -5.53 0.83 0.28
H -4.80 1.66 1.52
H -5.57 0.01 1.89
C 1.15 -2.71 0.61
C -0.24 -0.89 -0.48
C 0.92 -1.37 0.05
C 1.17 0.78 -0.77
C 1.88 -0.33 -0.25
C 1.88 1.98 -0.96
C 3.27 -0.32 -0.22
C 3.25 2.00 -0.71
C 3.98 0.86 -0.33
N -0.15 0.39 -0.95
H -1.16 -1.43 -0.65
H -0.93 0.95 -1.26
H 0.76 -3.51 -0.04
H 0.76 -2.96 1.59
H 1.43 2.84 -1.43
H 3.80 -1.28 -0.14
H 3.78 2.95 -0.69
H 5.04 0.82 -0.12
H 2.22 -3.01 0.55
```

Properties
charge: -1

Atomic partial charges in e from the natural (NBO) method, atoms 1 to 4:
1 C -0.767
2 C 0.799
3 O -0.829
4 O -0.766

Version y
C11H12NO2 | ωB97M-V/def2-TZVPD

```
26
Properties=species:S:1:pos:R:3
C -4.72 -0.44 0.95
C -3.43 -0.70 0.08
O -2.64 -1.54 0.60
O -3.25 -0.07 -0.97
H -4.48 -0.59 2.00
H -5.51 -1.06 0.53
H -4.87 0.65 0.90
C 1.91 2.60 1.72
C -0.03 1.10 1.06
C 1.30 1.42 1.02
C 0.85 -0.23 -0.47
C 1.89 0.63 -0.01
C 1.15 -1.35 -1.27
C 3.19 0.50 -0.54
C 2.46 -1.56 -1.64
C 3.40 -0.51 -1.45
N -0.28 0.00 0.27
H -0.81 1.48 1.70
H -1.17 -0.53 0.18
H 1.52 3.57 1.43
H 2.97 2.68 1.47
H 0.35 -2.01 -1.58
H 3.99 1.21 -0.34
H 2.76 -2.52 -2.03
H 4.37 -0.66 -1.92
H 2.08 2.51 2.81
```

Properties
charge: -1

Atomic partial charges in e from the natural (NBO) method, atoms 1 to 4:
1 C -0.743
2 C 0.766
3 O -0.815
4 O -0.764

Version z
C11H12NO2 | ωB97M-V/def2-TZVPD

```
26
Properties=species:S:1:pos:R:3
C 0.66 0.94 -3.37
C 1.02 0.41 -0.89
C -1.03 0.38 -0.09
C 0.20 0.75 -2.00
C -1.08 0.97 -1.39
C -2.11 0.41 0.79
C -3.29 0.99 0.35
C -2.37 1.38 -1.81
C -3.38 1.65 -0.87
N 0.31 0.16 0.23
H 0.63 -0.18 1.23
H 2.08 0.40 -0.86
H -2.16 -0.03 1.77
H -0.03 1.55 -3.98
H 0.57 0.02 -3.98
H -4.11 0.97 1.06
H -2.40 1.71 -2.83
H -4.09 2.42 -1.22
H 1.51 1.66 -3.35
C 1.62 -2.89 2.60
C 2.50 -1.69 2.06
O 1.87 -0.61 2.07
O 3.68 -1.83 1.69
H 1.51 -3.66 1.84
H 0.64 -2.71 3.08
H 2.14 -3.28 3.43
```

Properties
charge: -1

Atomic partial charges in e from the natural (NBO) method, atoms 1 to 4:
1 C -0.645
2 C 0.029
3 C 0.133
4 C -0.162

We find version w to be the most stable, with the next structure 37.1 kJ/mol higher.

Version w
C2H8N4 | ωB97M-V/def2-TZVPD

```
14
Properties=species:S:1:pos:R:3
C -1.24 -0.03 1.43
C 1.70 0.91 -0.52
N -1.89 -0.63 0.31
N 1.41 0.03 -1.60
N -0.58 -0.81 0.41
N 0.38 0.45 -0.92
H -1.12 1.05 1.40
H -1.35 -0.45 2.43
H 2.09 0.52 0.42
H 2.02 1.91 -0.78
H -2.63 -1.34 0.24
H 1.72 -0.85 -2.00
H -0.08 -1.70 0.49
H -0.42 0.95 -1.32
```

Properties
charge: +2

Atomic partial charges in e from the natural (NBO) method, atoms 1 to 4:
1 C -0.027
2 C -0.021
3 N -0.288
4 N -0.235

Version x
C2H8N4 | ωB97M-V/def2-TZVPD

```
14
Properties=species:S:1:pos:R:3
C -1.27 -0.22 0.53
C -2.25 0.06 -1.72
N -1.89 0.16 -0.55
N 0.06 -0.25 0.79
N 1.04 -0.06 -0.10
N 2.34 -0.24 0.55
H -1.81 -0.35 1.49
H -2.47 -0.86 -2.07
H -2.69 0.92 -2.39
H 0.39 -0.19 1.80
H 0.85 2.03 -0.49
H 2.42 -1.30 0.87
H 2.31 0.32 1.50
H 2.96 -0.01 -0.21
```

Properties
charge: +2

Atomic partial charges in e from the natural (NBO) method, atoms 1 to 4:
1 C 0.347
2 C 0.168
3 N -0.295
4 N -0.385

We find version x to be the most stable, with the next structure 26.7 kJ/mol higher.

Version w
C2H8N4 | ωB97M-V/def2-TZVPD

```
14
Properties=species:S:1:pos:R:3
C 0.26 1.47 -0.01
C -0.35 1.77 2.41
N -0.14 1.53 1.20
N -0.24 0.63 -0.95
N -0.83 -0.46 -0.76
N 0.45 -2.64 -1.04
H 0.97 2.27 -0.19
H 0.23 1.26 3.19
H -1.06 2.49 2.79
H -0.06 1.18 -1.91
H -1.27 -0.96 -1.53
H 1.05 -2.07 -1.65
H 0.32 -3.60 -1.46
H 0.66 -2.88 -0.09
```

Properties
charge: +2

Atomic partial charges in e from the natural (NBO) method, atoms 1 to 4:
1 C 0.313
2 C 0.172
3 N -0.222
4 N -0.264

Version x
C2H8N4 | ωB97M-V/def2-TZVPD

```
14
Properties=species:S:1:pos:R:3
C -2.20 -1.81 -0.25
N -1.01 -1.32 -0.41
C 0.16 -1.13 -0.82
N 1.01 -0.26 -0.21
N 0.47 0.70 0.63
N 0.96 2.06 0.47
H -3.18 -1.45 -0.48
H -2.36 -2.63 0.35
H 0.70 -1.60 -1.66
H 1.96 -0.07 -0.39
H 0.66 0.38 1.84
H 0.19 2.60 0.88
H 0.68 2.38 -0.55
H 1.96 2.14 0.59
```

Properties
charge: +2
SMILES string: C=N/C=[NH+]\N[NH3+]

Atomic partial charges in e from the natural (NBO) method, atoms 1 to 4:
1 C 0.207
2 N -0.338
3 C 0.366
4 N -0.421

We find version x to be the most stable, with the next structure 46.2 kJ/mol higher.

Version w
C5H13NO2 | ωB97M-V/def2-TZVPD

```
21
Properties=species:S:1:pos:R:3
O -2.44 0.79 -0.24
C -1.94 0.38 1.06
C -0.93 1.37 1.52
C 0.28 1.47 0.51
N 0.47 0.48 -0.48
C 1.29 -0.67 -0.25
C 1.01 -1.79 -1.27
O 2.18 -2.56 -1.53
H -2.39 0.00 -0.80
H -1.41 -0.57 0.96
H -2.85 0.24 1.64
H -0.51 1.05 2.48
H -1.38 2.35 1.57
H 1.19 1.73 1.07
H 0.17 2.45 0.04
H 0.10 0.64 -1.39
H 1.18 -1.05 0.76
H 2.37 -0.47 -0.38
H 0.68 -1.32 -2.20
H 0.25 -2.48 -0.88
H 2.67 -2.06 -2.20
```

Properties
SMILES string: OCCCNCCO

Atomic partial charges in e from the natural (NBO) method, atoms 1 to 4:
1 O -0.740
2 C -0.068
3 C -0.442
4 C -0.212

Version x
C5H13NO2 | ωB97M-V/def2-TZVPD

```
21
Properties=species:S:1:pos:R:3
C -0.61 -2.60 0.85
C -1.36 -2.15 -0.15
C -1.05 -0.82 -0.70
C 0.11 -0.69 -1.37
C 0.58 0.55 -2.01
N 1.07 1.74 -1.29
H -0.73 -3.61 1.24
H 0.09 -1.99 1.46
H -2.22 -2.72 -0.57
H -1.93 -0.17 -0.80
H 0.91 -1.35 -1.18
H 1.35 0.20 -2.77
H -0.26 0.80 -2.64
H 1.32 2.46 -1.96
H 0.38 2.07 -0.56
O 0.88 -0.87 3.48
H 1.86 -1.00 3.41
H 0.52 -0.79 2.60
O -0.27 3.49 0.64
H -1.08 3.65 1.08
H 0.42 3.79 1.22
```

Properties
SMILES string: C=C/C=C/CN.O.O

Atomic partial charges in e from the natural (NBO) method, atoms 1 to 4:
1 C -0.383
2 C -0.212
3 C -0.223
4 C -0.159

We find version w to be the most stable, with the next structure 96.8 kJ/mol higher.

Version w
C5H13NO2 | ωB97M-V/def2-TZVPD

```
21
Properties=species:S:1:pos:R:3
C 2.02 -1.35 0.41
N 1.49 -0.09 -0.12
C 0.18 0.31 0.33
C -0.97 -0.69 0.21
C -0.20 1.65 -0.33
C -1.46 2.24 0.27
O -1.64 2.35 1.46
H 2.59 -1.17 1.33
H 2.69 -1.78 -0.32
H 1.26 -2.08 0.68
H 1.58 -0.12 -1.12
H 0.32 0.63 1.37
H -1.02 -1.15 -0.78
H -0.85 -1.45 0.97
H -1.97 -0.26 0.28
H 0.62 2.36 -0.18
H -0.35 1.52 -1.41
H -2.25 2.53 -0.45
O 0.20 -2.96 -1.78
H 1.11 -3.28 -1.77
H -0.09 -3.04 -0.86
```

Properties
SMILES string: CN[C@H](C)CC=O.O

Atomic partial charges in e from the natural (NBO) method, atoms 1 to 4:
1 C -0.406
2 N -0.626
3 C -0.039
4 C -0.654

Version x
C5H13NO2 | ωB97M-V/def2-TZVPD

```
21
Properties=species:S:1:pos:R:3
C -0.95 2.40 -2.09
C -0.95 1.06 -1.38
N 0.28 0.57 -1.05
O -1.97 0.46 -1.11
H -1.98 2.72 -2.26
H -0.43 2.33 -3.05
H -0.44 3.15 -1.48
H 0.44 -0.61 -1.07
H 1.08 1.10 -1.34
C -0.54 -2.17 0.01
O 0.40 -2.00 -0.79
H -0.53 -3.04 0.67
H -1.47 -1.60 -0.12
C 0.13 -0.43 1.81
C 1.61 -0.75 1.96
H -0.12 0.51 2.31
H -0.49 -1.18 2.32
H -0.05 -0.05 0.72
H 2.21 0.06 1.54
H 1.87 -1.66 1.40
H 1.89 -0.88 3.00
```

Properties
SMILES string: CC(N)=O.C=O.CC

Atomic partial charges in e from the natural (NBO) method, atoms 1 to 4:
1 C -0.714
2 C 0.678
3 N -0.900
4 O -0.653

We find version w to be the most stable, with the next structure 60.4 kJ/mol higher.